86
Properties=species:S:1:pos:R:3:mulliken_charge:R:1 method="wB97M-V/def2-TZVPD" charge=-1 homo_ha=-0.1291 lumo_ev=1.68 spin_multiplicity=1
C -1.01591 -0.76400 -1.27284 -0.91
C 0.06388 -0.87931 -0.20891 -0.30
O -0.43531 -1.15721 1.09923 -0.88
H -1.71285 0.04670 -1.06039 0.21
H -1.61621 -1.66302 -1.13317 0.23
H -0.71246 -0.73004 -2.31920 0.32
H 0.60789 0.06523 -0.20605 0.15
H 0.75176 -1.61401 -0.62738 0.18
C -4.15581 -4.89195 1.85358 -0.60
O -3.19188 -4.81322 2.85038 -0.50
H -3.65507 -5.16277 0.92406 0.26
H -4.90621 -5.68004 1.91621 0.27
H -4.69495 -3.95535 1.71145 0.23
H -2.67542 -4.07293 2.52351 0.34
C -7.42897 2.39412 -0.24689 -0.51
O -7.03872 2.86818 1.00540 -0.50
H -7.70491 1.34564 -0.13440 0.24
H -8.33655 2.81271 -0.68185 0.25
H -6.63737 2.46874 -0.99247 0.21
H -7.61251 2.50779 1.68546 0.30
C 3.87922 0.36905 5.28424 -0.51
O 3.39667 -0.82005 4.79562 -0.48
H 4.68776 0.13072 5.97528 0.22
H 4.18964 1.04034 4.48355 0.22
H 3.13959 0.90502 5.87905 0.23
H 2.62727 -0.60047 4.26511 0.31
C 6.54387 2.62054 -0.29082 -0.50
O 7.86566 2.34790 0.12550 -0.50
H 6.55143 2.87101 -1.35163 0.23
H 5.97270 1.71372 -0.09200 0.21
H 5.97826 3.40545 0.21127 0.27
H 7.90379 2.55150 1.06288 0.30
C 2.26468 1.56036 -7.06058 -0.58
O 3.14324 1.41039 -5.94185 -0.48
H 2.40708 0.86595 -7.88860 0.27
H 1.25410 1.30013 -6.74579 0.24
H 2.15045 2.58562 -7.41257 0.25
H 2.95774 0.54444 -5.57128 0.30
C -6.65845 0.17254 -6.53948 0.64
O -7.29091 -0.42066 -5.74537 -0.61
N -7.14204 0.43057 -7.75602 -0.39
N -5.46853 0.67347 -6.35346 -0.39
H -8.08888 0.20431 -8.02513 0.20
H -6.46978 0.90898 -8.33849 0.14
H -5.10695 0.53781 -5.42020 0.23
H -5.03832 1.27649 -7.04003 0.17
C 2.98809 -7.73056 2.41488 0.66
O 2.79820 -8.09566 1.28242 -0.65
N 2.80229 -6.51608 2.80159 -0.38
N 3.48726 -8.41235 3.41222 -0.37
H 2.82465 -6.14351 3.74009 0.16
H 2.39357 -5.89387 2.11901 0.21
H 3.74134 -9.37655 3.25135 0.21
H 3.56871 -7.96727 4.31520 0.17
C 7.72786 -3.15221 -1.36445 0.64
O 8.04718 -4.20272 -1.81325 -0.65
N 8.57375 -2.46340 -0.75408 -0.35
N 6.45601 -2.73200 -1.26619 -0.37
H 8.29464 -1.51211 -0.56110 0.16
H 9.51800 -2.81386 -0.67880 0.21
H 6.17992 -1.91922 -0.73397 0.15
H 5.72602 -3.33535 -1.61714 0.21
C -1.03471 4.48038 2.79325 0.70
O -1.07606 5.74367 2.94116 -0.74
N -0.23938 3.73773 3.45804 -0.32
N -1.77159 3.80157 2.00384 -0.37
H 0.47506 4.06913 4.09037 0.19
H -0.39861 2.75997 3.26121 0.15
H -2.55205 4.26975 1.56590 0.23
H -1.79090 2.79470 2.08095 0.17
C -0.24549 5.98371 -3.31092 0.67
O -0.16684 6.40790 -4.44993 -0.68
N -1.11135 6.51145 -2.47134 -0.38
N 0.51429 5.04752 -2.77584 -0.36
H -1.27419 6.24040 -1.51212 0.16
H -1.59688 7.29665 -2.88101 0.20
H 1.22624 4.64912 -3.37125 0.20
H 0.36779 4.69408 -1.84111 0.17
C -3.77495 -0.29002 5.96269 0.64
O -4.47001 0.13721 6.87877 -0.70
N -4.25535 -0.49231 4.78719 -0.36
N -2.48488 -0.67692 6.10413 -0.38
H -5.19911 -0.14548 4.69172 0.21
H -3.70701 -0.69493 3.96356 0.20
H -2.11930 -0.85566 7.02852 0.20
H -1.98392 -0.91326 5.25956 0.19


38
Properties=species:S:1:pos:R:3:mulliken_spin:R:1 method="wB97M-V/def2-TZVPD" charge=-1 homo_ha="-0.0217 / -0.0192" lumo_ev="2.33 / 2.25" e_above_lowest_kcal_mol=0.0 spin_multiplicity=6
Dy 1.90312 -0.45618 -0.29201 4.99
Cl 0.47335 -2.39690 -1.23919 0.00
Cl 3.22466 1.70917 0.12004 0.00
C 3.53910 -1.80431 0.20355 -0.01
H 4.20719 -1.68756 1.08187 0.00
H 3.73103 -2.79459 -0.23773 0.00
C -0.87338 1.70180 -1.85573 0.00
C 0.32592 1.26799 -2.11269 0.00
H -1.04400 2.48868 -1.12285 0.00
C 0.63613 0.36017 -3.28512 0.00
H 1.21262 1.61303 -1.52975 0.02
C -0.56266 0.18298 -4.25720 0.00
H 1.50329 0.71550 -3.88643 0.00
H 0.85753 -0.67337 -2.93975 0.01
C -1.90445 0.05839 -3.52965 0.00
H -0.63470 1.03320 -4.95138 0.00
H -0.39958 -0.70713 -4.87918 0.00
C -2.12654 1.16398 -2.47855 0.00
H -2.70544 0.10502 -4.27767 0.00
H -1.97131 -0.92561 -3.03780 0.00
H -2.73359 1.96583 -2.93016 0.00
H -2.72177 0.71409 -1.66914 0.00
C 0.75842 -2.28938 4.10547 0.00
N 0.16268 -1.12515 3.43893 0.00
C -0.91330 -0.50463 3.99740 -0.01
C -1.41648 0.61686 3.40422 0.00
C -0.80776 1.05233 2.20697 -0.01
N 0.15192 0.33582 1.56771 0.00
C 0.72144 -0.67166 2.27265 0.01
O 1.76722 -1.24325 1.83181 0.02
N -1.17098 2.22598 1.64789 0.00
H -0.05093 -2.90100 4.51498 0.00
H 1.40771 -1.97042 4.93148 0.00
H 1.34318 -2.84911 3.37340 0.00
H -1.28148 -0.97389 4.91139 -0.01
H -2.24121 1.17652 3.84452 0.00
H -1.74755 2.87709 2.16870 0.00
H -0.61941 2.60972 0.88900 0.00


97
Properties=species:S:1:pos:R:3:mulliken_charge:R:1 method="wB97M-V/def2-TZVPD" charge=-1 homo_ha=-0.1381 lumo_ev=0.37 e_above_lowest_kcal_mol=61.1 spin_multiplicity=1
C -1.02074 -2.93541 4.17286 -1.18
B -0.76007 -2.18555 2.79389 0.51
O 0.10959 -1.09003 2.90750 -0.12
P -1.56726 -2.62985 1.05532 0.02
C 0.00816 -1.97309 0.05713 -0.51
O 0.24272 -2.80336 -1.07770 -0.23
O 1.28314 -2.17290 -1.85039 -0.34
C -2.28193 -0.81394 1.06216 -2.08
C -3.22307 -0.36878 -0.06652 0.63
C -4.72039 -0.54156 0.28108 -1.35
F -2.91906 -0.83741 -1.34536 -0.40
C -3.17794 -3.38286 1.85209 -1.50
C -4.21835 -4.15816 0.98587 0.47
N -4.39163 -3.85481 -0.42109 -0.57
N -4.00128 -5.61549 1.12845 -0.69
N -5.56082 -3.99366 1.60672 -0.74
P -0.69015 -4.82511 1.08196 -0.17
P 1.34935 -4.94380 1.69263 1.09
O 1.58078 -4.64740 3.11595 -0.72
O 1.79913 -6.51042 1.46219 -0.58
O 2.45394 -4.17169 0.79338 -0.44
H -0.93412 -4.01869 4.05531 0.30
H -0.30932 -2.63873 4.94713 0.27
H -2.03174 -2.70118 4.53362 0.39
H -0.31735 -0.36896 3.37954 0.15
H -2.08472 -2.94416 -0.25278 0.44
H 0.93652 -1.97657 0.64740 -0.14
H -0.13867 -0.96595 -0.34583 0.44
H 1.56372 -2.84461 -2.48098 0.24
H -2.85158 -0.68513 1.99374 0.58
H -1.49815 -0.05738 1.13776 0.66
H -3.11058 0.72602 -0.13394 0.32
H -4.83204 -1.05278 1.23643 0.20
H -5.22139 0.42391 0.35439 0.33
H -5.22252 -1.10698 -0.50819 0.39
H -2.83739 -4.14410 2.55972 0.50
H -3.71520 -2.67044 2.48644 0.64
H -4.01315 -4.55715 -1.03250 0.28
H -4.07434 -2.94778 -0.73164 0.12
H -4.86696 -6.00974 0.76652 0.37
H -3.28428 -5.92739 0.47813 0.30
H -5.94047 -3.10783 1.30109 0.29
H -5.47535 -4.01426 2.61483 0.31
H -0.65836 -5.20867 -0.28632 0.01
H 1.35451 -7.03274 2.13590 0.32
H 2.87112 -4.77864 0.17257 0.27
C -5.45065 5.31624 -1.65456 -0.63
O -4.17594 5.72927 -1.16348 -0.49
P -3.52005 4.82141 0.05495 1.05
O -3.44367 3.47735 -0.53959 -0.48
O -4.86958 5.04066 0.99136 -0.35
C -5.30283 6.36178 1.31905 -0.84
O -2.60032 4.57197 1.41284 -0.20
C -2.30667 5.66906 2.29646 -0.70
H -5.38131 5.25261 -2.73883 0.26
H -5.76188 4.35556 -1.25434 0.33
H -6.19259 6.07259 -1.38947 0.24
H -6.35301 6.46449 1.04417 0.27
H -4.72833 7.12714 0.79452 0.40
H -5.20655 6.51767 2.39391 0.28
H -3.13651 5.82670 2.98709 0.25
H -2.10350 6.58793 1.74693 0.32
H -1.42138 5.40731 2.87073 0.27
C 4.81216 3.07763 -0.24376 -0.74
O 4.27395 1.76953 -0.11767 -0.19
P 3.16615 1.53473 1.08846 1.20
O 2.11008 2.51026 0.76166 -0.69
O 4.18018 2.08461 2.27094 -0.44
C 5.46521 1.48241 2.43936 -0.84
O 2.36508 0.52938 2.09412 -0.23
C 3.03581 -0.64875 2.61047 -0.50
H 4.71516 3.38220 -1.28577 0.15
H 4.31857 3.80984 0.38961 0.41
H 5.87369 3.04603 0.01466 0.26
H 6.22485 2.26548 2.42099 0.28
H 5.68891 0.75980 1.65315 0.37
H 5.50418 0.97952 3.40543 0.30
H 3.63559 -0.37799 3.48181 0.17
H 3.66674 -1.11040 1.85172 0.32
H 2.27983 -1.36270 2.91468 0.14
C 6.35610 -0.85710 -6.22678 -0.68
O 5.04375 -0.31901 -6.07944 -0.44
P 4.91684 1.32141 -6.06110 1.28
O 5.49279 1.72304 -7.35788 -0.69
O 5.97214 1.50654 -4.81572 -0.40
C 5.73599 0.82241 -3.57696 -0.59
O 4.07855 2.69005 -5.67390 -0.36
C 3.26107 2.71064 -4.48011 -0.50
H 6.32453 -1.58901 -7.03173 0.26
H 7.09684 -0.09614 -6.45685 0.36
H 6.63561 -1.36072 -5.29934 0.24
H 6.62967 0.25865 -3.30980 0.34
H 4.89266 0.13456 -3.64347 0.43
H 5.53620 1.55116 -2.79272 0.02
H 3.87716 2.93371 -3.60894 0.09
H 2.73938 1.76719 -4.32962 0.33
H 2.52188 3.49913 -4.59342 0.32


8
Properties=species:S:1:pos:R:3:mulliken_charge:R:1 method="wB97M-V/def2-TZVPD" charge=-1 homo_ha="-0.0848 / -0.1187" lumo_ev="4.13 / 4.18" e_above_lowest_kcal_mol=165.3 spin_multiplicity=1
N 0.64863 0.51767 0.68331 -0.05
O 0.29703 0.16126 1.81792 -0.48
O -1.33769 -1.08992 0.24027 -0.39
O 0.99107 -1.49919 -0.77644 -0.54
P -0.24188 -0.31770 -0.60596 -0.11
H -1.11982 1.81815 0.41636 -0.09
H -1.23724 -0.73019 1.17595 0.35
H 1.71320 -1.22191 -1.35521 0.31